The following is a quantum chemistry calculation of C28H60BF12MgN2O20S4 as an isolated structure in a non-equilibrium geometry, from OMol25.

Properties
charge: -1
ΔE to the lowest compared entry with this formula, charge and spin: 2.154 eV
frontier orbital gap: 6.857 eV

Element x y z (Å)
Mg (-3.5290, 0.1079, 0.0992)
C (4.0333, -0.4035, -6.6685)
F (2.7509, -0.6242, -6.9386)
F (4.6446, -1.5811, -6.8025)
F (4.4806, 0.4709, -7.5637)
S (4.3676, 0.2861, -4.8999)
O (5.2661, -0.6014, -4.2242)
O (4.8942, 1.6005, -5.1511)
N (2.7993, 0.5543, -4.1774)
S (2.4438, -0.9412, -3.6767)
O (2.7093, -1.9795, -4.6420)
O (2.8859, -1.1643, -2.3067)
C (0.5185, -1.0341, -3.6261)
F (-0.0251, -0.3885, -4.6694)
F (0.1701, -2.3221, -3.7203)
F (-0.0473, -0.5423, -2.5349)
C (-3.5525, -2.4861, -2.9679)
F (-2.3625, -2.6706, -2.4183)
F (-3.6292, -2.9121, -4.2002)
F (-4.4041, -3.2137, -2.2322)
S (-3.9545, -0.6324, -2.8335)
O (-2.6703, 0.0082, -2.6906)
O (-4.7352, -0.2273, -3.9573)
N (-4.7229, -0.3996, -1.2872)
S (-6.2701, -0.3099, -1.7266)
O (-6.6085, 1.0351, -2.1233)
O (-6.7036, -1.3837, -2.5911)
C (-7.3083, -0.4935, -0.1224)
F (-7.0322, 0.4775, 0.7504)
F (-8.5735, -0.3826, -0.4721)
F (-7.0897, -1.6888, 0.4091)
B (-1.5625, 0.1775, 0.2487)
H (-0.4274, 0.2399, 0.3654)
H (-2.0566, 1.1316, -0.0829)
H (-1.9193, -0.5832, -0.5017)
H (-2.0602, -0.1054, 1.2146)
C (1.5713, -4.4128, 6.0758)
O (0.4659, -3.5755, 6.4135)
C (-0.5235, -3.5209, 5.4361)
C (-0.4647, -2.3152, 4.4956)
O (0.7595, -2.3085, 3.8205)
C (0.8473, -1.3834, 2.7783)
C (2.0085, -1.6256, 1.8302)
O (1.7706, -2.7240, 0.9615)
C (0.8736, -2.3764, -0.0760)
H (2.2910, -4.3084, 6.8818)
H (1.9827, -4.1254, 5.1078)
H (1.2803, -5.4638, 5.9916)
H (-1.4826, -3.3380, 5.9430)
H (-0.7586, -4.4215, 4.8590)
H (-0.6783, -1.4223, 5.0944)
H (-1.2957, -2.4649, 3.7903)
H (0.8313, -0.3364, 3.1057)
H (-0.0103, -1.4899, 2.0959)
H (2.9869, -1.8507, 2.2520)
H (2.0956, -0.6934, 1.2613)
H (1.0205, -1.3327, -0.3612)
H (-0.1391, -2.5711, 0.2916)
H (1.0673, -2.9245, -0.9981)
C (-0.0199, 2.4500, 2.8090)
O (1.2242, 2.2744, 3.4453)
C (2.2808, 1.9598, 2.5738)
C (3.3079, 1.0879, 3.2886)
O (4.4094, 0.9010, 2.4214)
C (5.3243, -0.0361, 2.9025)
C (6.3952, -0.2917, 1.8516)
O (7.5490, -0.8483, 2.4465)
C (8.6022, -0.8394, 1.5032)
H (0.0056, 3.3162, 2.1372)
H (-0.7205, 2.6972, 3.6078)
H (-0.4027, 1.6004, 2.2357)
H (2.7080, 2.8678, 2.1328)
H (1.9301, 1.4152, 1.6874)
H (2.9148, 0.1226, 3.6116)
H (3.6111, 1.6052, 4.2071)
H (4.8752, -1.0200, 3.1002)
H (5.8088, 0.2145, 3.8539)
H (6.7019, 0.6739, 1.4222)
H (5.9689, -0.8321, 0.9989)
H (8.9386, 0.1849, 1.2963)
H (8.3381, -1.2804, 0.5407)
H (9.4684, -1.3175, 1.9587)
C (-4.0331, 3.0884, -1.6108)
O (-4.1158, 2.2394, -0.4610)
C (-4.9487, 2.8163, 0.5421)
C (-4.5407, 2.1579, 1.8521)
O (-4.5225, 0.7497, 1.6788)
C (-4.5750, -0.0459, 2.8507)
C (-4.4544, -1.5322, 2.4187)
O (-3.7002, -1.6164, 1.2176)
C (-3.4752, -2.9427, 0.7815)
H (-3.2024, 3.7783, -1.4633)
H (-4.9810, 3.5398, -1.9033)
H (-3.8006, 2.4155, -2.4390)
H (-6.0046, 2.7285, 0.2825)
H (-4.7396, 3.8874, 0.6369)
H (-5.3482, 2.4024, 2.5538)
H (-3.6147, 2.5738, 2.2522)
H (-5.5207, 0.0954, 3.3748)
H (-3.7242, 0.1794, 3.4979)
H (-5.4607, -1.9478, 2.3380)
H (-3.8557, -2.0903, 3.1434)
H (-4.4279, -3.4771, 0.6878)
H (-2.8662, -3.5333, 1.4690)
H (-3.0543, -2.9348, -0.2154)
C (-0.1458, 2.7402, -5.7620)
O (0.2239, 2.6119, -4.4206)
C (-0.8437, 2.8308, -3.5447)
C (-0.2351, 3.0083, -2.1412)
O (0.9050, 2.2307, -1.9866)
C (1.4271, 2.1695, -0.6908)
C (2.8362, 1.5520, -0.6947)
O (3.5292, 1.8678, -1.8885)
C (4.9129, 1.8072, -1.6640)
H (-0.3944, 3.7886, -5.9978)
H (-0.7887, 1.9374, -6.1212)
H (0.7493, 2.7583, -6.4000)
H (-1.5659, 2.0053, -3.5343)
H (-1.3823, 3.7508, -3.8105)
H (-1.0126, 2.7312, -1.4131)
H (0.0021, 4.0774, -2.0362)
H (0.7536, 1.5493, -0.0922)
H (1.5325, 3.1817, -0.2733)
H (2.8103, 0.4645, -0.5898)
H (3.3528, 1.9902, 0.1685)
H (5.2472, 0.8825, -1.1847)
H (5.2368, 2.7060, -1.1200)
H (5.3769, 1.8884, -2.6478)


The following is a quantum chemistry calculation of C28H60BrCaCl3CsN5O17P3S as an isolated structure in a non-equilibrium geometry, from OMol25.

Properties
charge: +1
frontier orbital gap: 1.527 eV

Element x y z (Å)
C (1.0279, -2.0199, -0.7928)
C (0.3980, -1.7008, -2.1755)
C (-0.9187, -1.0395, -1.9011)
O (-0.7647, 0.2750, -1.4039)
N (-0.0163, 1.0015, -2.3475)
C (-0.6453, 1.3600, -3.5786)
C (-0.2169, 0.7305, -4.7529)
C (-0.8688, 1.1102, -5.8803)
C (-1.8634, 2.0765, -5.8864)
N (-2.2607, 2.6583, -4.7784)
C (-1.6510, 2.2570, -3.6907)
C (0.9468, 1.8931, -1.8079)
O (2.0231, 1.0823, -1.2614)
C (1.5677, 2.8741, -2.8146)
O (2.1044, 2.3098, -4.0302)
C (3.3353, 1.6894, -3.8932)
P (4.6929, 2.7288, -3.1765)
P (6.4148, 1.3674, -3.0444)
O (7.3619, 1.4803, -4.1543)
O (5.8699, -0.1930, -2.9779)
O (7.1905, 1.5968, -1.6714)
P (3.8608, 1.1505, -5.6315)
O (4.3893, -0.3594, -5.6075)
O (2.5287, 1.1337, -6.4696)
S (5.1180, 2.3527, -6.4968)
O (0.5797, 2.6267, -0.6792)
C (-0.6476, 3.3521, -0.8264)
C (-0.8879, 4.1062, 0.4788)
C (-2.3175, 4.6705, 0.4218)
H (1.9696, -1.4915, -0.6434)
H (1.2157, -3.0864, -0.6769)
H (0.3712, -1.7061, 0.0153)
H (1.0213, -1.0651, -2.8217)
H (0.2397, -2.6419, -2.7001)
H (-1.4112, -1.6124, -1.1184)
H (-1.5657, -1.0852, -2.7784)
H (0.5635, -0.0156, -4.7569)
H (-0.5940, 0.6406, -6.8170)
H (-2.3064, 2.3516, -6.8440)
H (-1.9947, 2.7205, -2.7814)
H (2.0175, 0.2922, -1.8013)
H (0.7935, 3.5776, -3.1262)
H (2.2687, 3.4808, -2.2425)
H (3.2541, 0.7519, -3.3340)
H (5.0252, 3.8290, -4.0404)
H (6.6269, -0.7958, -3.0958)
H (8.0801, 1.2389, -1.8291)
H (5.3403, -0.2901, -5.7868)
H (2.7079, 1.6271, -7.2833)
H (-0.6463, 4.1045, -1.6182)
H (-1.4894, 2.6713, -0.9124)
H (-0.8779, 3.3445, 1.2649)
H (-0.1252, 4.8582, 0.6614)
H (-3.0479, 3.9025, 0.6680)
H (-2.5299, 4.9869, -0.5998)
H (-2.4497, 5.4857, 1.1266)
C (5.6219, -0.6192, 1.0014)
C (4.8768, -1.8234, 0.6787)
N (4.2905, -2.7902, 0.4476)
H (6.6195, -0.8652, 1.3657)
H (5.7327, 0.0290, 0.1298)
H (5.1065, -0.0518, 1.7766)
C (-4.9686, -3.1964, 3.3944)
C (-3.9435, -2.2867, 2.7696)
C (-4.0312, -2.1791, 1.2538)
O (-3.5212, -3.3571, 0.6704)
C (-4.5157, -4.3265, 0.3062)
N (-2.5806, -2.8713, 3.0804)
H (-4.7675, -4.2462, 3.1778)
H (-4.9537, -3.0913, 4.4781)
H (-5.9756, -2.9610, 3.0500)
H (-3.9976, -1.2959, 3.2251)
H (-3.3711, -1.3651, 0.9291)
H (-5.0350, -1.9365, 0.9037)
H (-5.4819, -3.8633, 0.1054)
H (-4.6230, -5.0689, 1.0981)
H (-4.1698, -4.8363, -0.5911)
H (-2.5024, -3.1979, 4.0455)
H (-1.8138, -2.2213, 2.8860)
H (-2.4262, -3.6666, 2.4478)
C (-6.4226, -6.2803, 6.5148)
C (-5.5626, -5.9982, 5.2716)
O (-5.9771, -6.4708, 4.1855)
O (-4.5271, -5.3223, 5.4734)
H (-7.3017, -6.8703, 6.2599)
H (-5.8355, -6.8294, 7.2518)
H (-6.7518, -5.3393, 6.9601)
Cs (6.5821, 4.9650, -4.0103)
O (-3.1700, -8.4439, 4.4135)
H (-3.8853, -7.8487, 4.1424)
H (-3.2732, -9.2108, 3.8439)
Br (-2.0411, 5.1591, -3.9588)
C (1.6938, -2.2483, 2.8316)
O (0.9004, -3.0976, 2.3416)
O (1.7165, -0.9890, 2.4681)
O (2.5701, -2.5024, 3.7308)
C (-3.3550, 4.0938, -9.8691)
Cl (-2.1305, 4.5637, -11.0506)
Cl (-4.4268, 2.8644, -10.5364)
Cl (-2.5966, 3.5162, -8.3766)
H (-3.9469, 4.9668, -9.6288)
Ca (4.0967, -1.9547, -1.9269)
C (2.6657, 0.7841, 5.7750)
C (2.1799, 2.0907, 5.1587)
C (1.4685, 3.0162, 6.1462)
O (0.1722, 2.5316, 6.4273)
C (0.0495, 1.7487, 7.6225)
N (1.1851, 1.7563, 4.0925)
H (1.8421, 0.1152, 6.0223)
H (3.3129, 0.2473, 5.0806)
H (3.2358, 0.9821, 6.6813)
H (3.0123, 2.6067, 4.6802)
H (1.3290, 3.9933, 5.6717)
H (2.0601, 3.1796, 7.0474)
H (0.8129, 2.0046, 8.3572)
H (0.1121, 0.6860, 7.3832)
H (-0.9321, 1.9428, 8.0479)
H (1.4813, 0.9616, 3.4992)
H (0.9785, 2.5564, 3.4927)
H (0.3010, 1.5178, 4.5551)


E_tot? In order: -156003.4440 -237549.3419 eV.
HOMO? In order: -5.79 -7.34 eV.